Formula: C5H9NO
Source: OMol25
Level of theory: ωB97M-V/def2-TZVPD

Last column: Löwdin charge in e.
Element x y z (Å)
O  -1.331  2.025  0.056  -0.071
N  0.256  -0.190  0.364  -0.047
C  1.297  -1.209  0.269  -0.256
C  -1.800  0.697  -0.257  -0.320
C  2.208  -0.905  -0.917  -0.093
C  -2.338  1.458  0.872  -0.127
C  -0.935  -0.486  -0.087  -0.018
H  -2.026  1.202  1.885  0.115
H  0.720  -2.117  0.088  0.099
H  1.588  -0.698  -1.796  0.075
H  1.861  -1.311  1.203  0.112
H  -2.411  0.645  -1.159  0.128
H  2.841  -0.030  -0.733  0.071
H  2.857  -1.756  -1.145  0.072
H  0.542  0.773  0.575  0.149
H  -3.329  1.902  0.782  0.110

Summary:
- max |F| (eV/Å) = 0.5
- total charge = 0
- frontier orbital gap (eV) = 9.463
- spin multiplicity = 1
- lowest unoccupied orbital energy (eV) = 1.09
- energy above the lowest of the compared OMol25 structures with the same formula, charge and spin (kJ/mol) = 366.1

Formula: C4H11NO
Source: OMol25
Level of theory: ωB97M-V/def2-TZVPD

Last column: Löwdin charge in e.
Element x y z (Å)
O  1.207  0.043  0.985  0.043
N  0.195  -1.019  2.689  0.146
C  0.161  1.417  2.628  -0.026
C  -0.547  -1.102  -2.765  -0.184
C  -0.089  0.334  -2.916  -0.178
C  0.608  0.117  2.036  -0.594
H  0.982  0.350  -3.116  0.060
H  -0.448  2.011  1.921  0.086
H  -0.043  -1.616  -1.916  0.064
H  0.938  2.124  2.895  0.081
H  -1.535  -1.199  -2.317  0.057
H  -0.462  -1.118  3.438  0.094
H  0.713  -1.823  2.399  0.096
H  -0.678  1.426  3.348  0.077
H  -0.616  0.862  -3.705  0.057
H  -0.274  -1.712  -3.625  0.061
H  -0.113  0.908  -1.979  0.062

Summary:
- max |F| (eV/Å) = 2.8
- total charge = 0
- SMILES = CC(N)=O.CC
- frontier orbital gap (eV) = 10.874
- spin multiplicity = 1
- lowest unoccupied orbital energy (eV) = 0.84
- energy above the lowest of the compared OMol25 structures with the same formula, charge and spin (kJ/mol) = 74.0

Formula: C29H42B2IrN8S4
Source: OMol25
Level of theory: ωB97M-V/def2-TZVPD

Last column: Mulliken spin population.
Element x y z (Å)
Ir  -0.052  0.102  -3.638  2.065
S  -1.973  1.840  -3.260  0.437
S  -3.312  -3.231  -3.172  0.584
S  1.502  1.769  -3.393  0.366
S  1.705  -1.667  -2.685  0.534
N  -1.384  -1.308  -3.623  0.225
N  -0.151  -1.234  -0.878  0.041
N  -1.039  -1.472  0.087  0.001
N  -0.966  1.258  0.514  0.008
N  1.417  0.728  -0.970  0.056
N  -0.200  0.576  -5.713  0.062
N  -1.078  1.169  -0.831  -0.009
N  1.875  0.256  0.181  0.021
C  -0.485  0.779  -6.807  -0.010
C  -1.058  -2.659  0.635  -0.002
C  -2.222  -2.131  -3.425  -0.075
C  -1.538  -3.889  2.772  0.002
C  3.664  -0.052  1.804  0.005
C  3.818  1.567  -0.163  0.006
C  -1.486  3.630  3.050  0.000
C  -1.637  2.146  2.670  0.003
C  3.932  1.010  2.881  0.000
C  4.992  -0.710  1.395  0.002
C  1.690  -4.471  -1.297  0.008
C  0.725  -3.442  -0.806  -0.048
C  3.078  0.618  0.573  0.002
C  -2.473  -1.602  2.415  0.003
C  -2.089  -2.912  1.725  -0.011
C  3.352  2.044  -1.359  0.022
C  -2.874  2.736  -0.870  -0.015
C  -2.907  1.579  3.324  0.000
C  -0.162  -3.671  0.205  0.033
C  0.695  -2.144  -1.377  0.047
C  -2.766  2.794  0.480  0.015
C  4.134  2.985  -2.220  -0.005
C  -1.770  2.044  1.163  -0.004
C  2.111  1.520  -1.776  0.026
C  -3.329  -3.523  1.055  0.029
C  -1.944  1.888  -1.556  0.030
C  2.720  -1.122  2.349  0.001
C  -0.416  1.373  3.153  0.001
C  -3.887  3.527  -1.632  0.014
B  -0.019  0.205  -1.418  -0.410
B  -0.865  1.121  -8.268  0.430
H  -0.184  -4.640  0.685  -0.001
H  -0.421  0.349  2.780  0.000
H  2.706  -4.216  -0.987  0.003
H  -1.179  3.701  4.093  0.000
H  0.501  1.853  2.807  0.000
H  -3.400  4.329  -2.190  0.002
H  -4.412  2.903  -2.356  -0.008
H  -2.072  1.281  -8.376  0.144
H  0.053  1.536  -8.915  0.049
H  5.388  -1.274  2.240  -0.001
H  4.853  -1.401  0.562  0.001
H  -3.784  -2.809  0.365  -0.010
H  3.006  1.473  3.222  0.001
H  2.556  -1.914  1.614  0.001
H  3.166  -1.569  3.237  0.000
H  4.783  1.893  0.203  0.001
H  -3.814  1.986  2.875  0.000
H  1.689  -4.522  -2.387  -0.007
H  4.885  3.506  -1.630  -0.001
H  -1.475  -4.912  2.397  0.000
H  4.600  1.795  2.523  0.000
H  -1.626  -1.192  2.969  0.000
H  -4.069  -3.779  1.814  -0.001
H  -2.208  -3.907  3.631  0.000
H  5.748  0.025  1.112  0.000
H  -3.080  -4.436  0.508  -0.005
H  -2.918  1.840  4.383  0.000
H  -3.281  -1.791  3.122  -0.001
H  -0.406  1.352  4.243  0.000
H  -0.727  4.127  2.442  0.000
H  4.648  2.431  -3.009  0.003
H  -2.423  4.179  2.951  0.000
H  1.752  -0.704  2.619  0.000
H  -0.551  -3.585  3.127  0.000
H  -2.807  -0.854  1.696  0.000
H  1.445  -5.452  -0.897  0.001
H  -2.943  0.491  3.241  0.000
H  -1.171  0.237  -9.140  0.332
H  -4.614  3.968  -0.953  0.003
H  4.410  0.539  3.741  0.000
H  -3.444  3.421  1.045  0.001
H  3.491  3.721  -2.700  0.002

Summary:
- max |F| (eV/Å) = 1.1
- total charge = +2
- frontier orbital gap (alpha / beta) (eV) = 6.567 / 4.788
- spin multiplicity = 6
- lowest unoccupied orbital energy (alpha / beta) (eV) = -5.58 / -8.82
- energy above the lowest of the compared OMol25 structures with the same formula, charge and spin (kJ/mol) = 4.0

Formula: C4H9N
Source: OMol25
Level of theory: ωB97M-V/def2-TZVPD

Last column: Löwdin charge in e.
Element x y z (Å)
N  -0.763  1.543  0.051  0.015
C  1.160  -1.688  0.166  -0.143
C  0.562  -0.482  0.915  -0.244
C  -0.524  0.825  -1.148  -0.228
C  -0.633  0.055  0.089  -0.324
H  1.315  0.389  1.029  0.129
H  1.105  -1.553  -0.936  0.054
H  2.433  -1.648  0.323  0.127
H  -1.493  -0.573  0.031  0.124
H  -1.727  1.835  0.073  0.082
H  -1.189  0.700  -1.988  0.099
H  0.766  -2.723  0.563  0.090
H  0.492  1.163  -1.534  0.124
H  0.253  -0.654  1.949  0.095

Summary:
- max |F| (eV/Å) = 4.5
- total charge = 0
- SMILES = CC[C@@H]1CN1
- frontier orbital gap (eV) = 10.956
- spin multiplicity = 1
- lowest unoccupied orbital energy (eV) = 1.20
- energy above the lowest of the compared OMol25 structures with the same formula, charge and spin (kJ/mol) = 188.8

Formula: C3H10N3S
Source: OMol25
Level of theory: ωB97M-V/def2-TZVPD

Last column: Löwdin charge in e.
Element x y z (Å)
S  0.746  -3.530  -1.639  0.473
N  0.499  2.032  1.693  0.241
N  0.971  -0.171  1.214  0.251
N  -2.082  1.063  0.425  0.215
C  -0.541  0.644  -1.357  -0.011
C  -0.900  0.887  0.063  -0.371
C  0.270  0.920  1.034  -0.294
H  -0.019  -0.306  -1.484  0.067
H  0.124  1.429  -1.717  0.102
H  1.735  -0.217  1.878  0.152
H  -0.060  2.854  1.513  0.150
H  1.244  2.115  2.372  0.149
H  -0.360  -3.880  -2.279  -0.218
H  0.776  -1.014  0.689  0.127
H  1.330  -4.692  -1.858  -0.221
H  -2.284  1.223  1.407  0.086
H  -1.449  0.642  -1.952  0.101

Summary:
- max |F| (eV/Å) = 0.8
- total charge = +1
- frontier orbital gap (eV) = 8.857
- spin multiplicity = 1
- lowest unoccupied orbital energy (eV) = -3.84
- energy above the lowest of the compared OMol25 structures with the same formula, charge and spin (kJ/mol) = 56.3

Formula: C4H12N2O2
Source: OMol25
Level of theory: ωB97M-V/def2-TZVPD

Last column: Löwdin charge in e.
Element x y z (Å)
O  -1.740  -1.001  1.614  -0.172
O  1.657  -0.761  0.954  -0.020
N  -0.175  0.347  -2.035  0.125
N  -0.299  -1.685  -0.784  0.109
C  1.022  0.136  0.086  -0.415
C  -1.593  0.420  1.537  -0.162
C  0.248  -0.411  -0.942  -0.395
C  1.874  1.356  -0.172  -0.045
H  1.271  2.264  -0.126  0.075
H  -1.803  0.748  0.506  0.050
H  2.369  1.326  -1.145  0.075
H  -0.962  -1.909  -1.517  0.087
H  -2.376  0.896  2.134  0.073
H  -0.771  -1.780  0.125  0.072
H  1.513  -1.667  0.659  0.084
H  2.651  1.417  0.583  0.079
H  0.356  1.188  -2.201  0.079
H  -2.346  -1.217  2.331  0.079
H  -0.576  -0.175  -2.803  0.092
H  -0.320  0.508  1.196  0.131

Summary:
- max |F| (eV/Å) = 3.8
- total charge = 0
- SMILES = CC(O)=C(N)N.CO
- frontier orbital gap (eV) = 7.537
- spin multiplicity = 1
- lowest unoccupied orbital energy (eV) = 0.81
- energy above the lowest of the compared OMol25 structures with the same formula, charge and spin (kJ/mol) = 413.8